Entry 1:
The following is a quantum chemistry calculation of a molecular structure, C31H21GeN7PtSe, from the OMol25 dataset.

Structure (XYZ):
```
62
Properties=species:S:1:pos:R:3:mulliken_spin:R:1
H 1.9348 -2.5223 6.0860 0.000
C -1.3069 2.6217 2.2097 -0.005
C 1.0280 -0.6450 3.4360 0.010
H -1.5255 4.8444 -2.6875 0.000
C 0.1560 0.4594 3.0140 -0.019
C -2.1924 -0.1296 -0.9545 -0.001
H -0.1037 -3.8770 -5.4569 0.000
C -4.5072 0.3724 -0.5063 -0.001
C 3.4692 -1.9103 -1.1379 -0.082
C -0.5582 2.9467 -2.2899 0.001
C 0.0844 -3.0801 -4.7501 0.001
C 2.6769 -2.1278 2.8086 -0.003
C 0.1066 -0.5148 5.6985 0.001
C -3.4181 -0.5262 -0.5010 0.003
H -0.0236 -1.5299 -6.2287 0.000
C -2.8856 3.4108 -1.9057 0.003
Ge 0.8968 0.5173 -1.7674 0.001
Se -1.2339 0.1374 7.6975 0.000
H -3.5626 -1.5401 -0.1518 0.000
H -0.2815 2.3087 0.3437 0.002
N 1.8416 -1.1487 2.4933 0.017
C -1.6617 3.8333 -2.3280 -0.001
C 0.3706 -0.7425 -4.2752 -0.001
H -1.3746 -0.8411 -0.9687 -0.007
C 1.9175 -2.1457 5.0722 -0.001
N 4.3137 -2.5866 -1.7222 0.259
C -3.0745 2.0830 -1.4399 -0.002
N 0.0037 -0.8905 6.9470 0.001
H 0.4094 3.3171 -2.6072 0.000
H -3.7347 4.0834 -1.9211 0.000
C -1.4674 2.1594 3.4924 0.017
H 0.6448 -2.5957 -1.4530 0.001
C -0.7024 1.0665 3.9163 -0.004
H 2.2214 1.8862 -3.4450 0.001
N 5.5671 -2.4700 -3.8424 0.164
H -5.4762 0.0456 -0.1543 0.000
C -0.4278 1.9645 1.3534 0.017
H -1.8556 3.4747 1.8385 0.000
C -4.3377 1.6437 -0.9714 0.001
H -5.1700 2.3364 -0.9927 0.000
H -2.1523 2.6262 4.1876 0.000
N -1.5432 1.0490 6.2053 -0.001
N 0.2604 0.8848 1.7217 -0.014
H 2.6404 2.3893 -1.7961 0.000
H 3.4495 -3.4451 4.3137 0.000
C 4.9600 -2.4870 -2.8618 -0.066
C 0.5794 -1.0209 -2.9232 -0.007
C 1.0306 -1.1177 4.7422 0.004
H 3.2995 -2.5062 2.0084 0.001
C -0.7508 0.5594 5.2868 -0.001
C 2.4249 1.5327 -2.4338 0.006
C 0.1296 -1.7626 -5.1834 0.002
Pt 1.4606 -0.2698 0.5216 0.475
C -0.6915 1.6510 -1.8595 0.005
C 0.2734 -3.3718 -3.4078 0.000
H 3.3082 0.8969 -2.4723 -0.002
H 0.2262 -4.3971 -3.0649 0.000
C 0.5189 -2.3477 -2.5023 0.010
N 2.6526 -1.3713 -0.4658 0.212
C 2.7483 -2.6527 4.0977 0.001
C -1.9776 1.1891 -1.4321 0.001
H 0.3924 0.2826 -4.6305 0.000
```

Summary:
LUMO energy (alpha / beta): -3.97 / -6.51 eV
Spin multiplicity: 2
F_max: 0.65 eV/A
Frontier orbital gap (alpha / beta): 6.779 / 4.238 eV
Energy relative to the best compared isomer or geometry (same formula, charge and spin): 0.604 eV
Total charge: +1
Energy: -6174.6672 hartree

Entry 2:
The following is a quantum chemistry calculation of a molecular structure, C22H39BrO5Se2SiSn, from the OMol25 dataset.

Structure (XYZ):
```
71
Properties=species:S:1:pos:R:3:mulliken_charge:R:1
H -1.1922 -0.8037 1.9093 0.193
C -0.4183 1.1930 2.3734 2.686
C -6.4127 -0.9800 1.5304 -0.477
H 2.5460 2.6239 2.8268 0.403
H 0.1645 3.0194 3.4257 0.359
Se -0.0740 -0.3530 -4.1045 -0.260
H 3.2245 1.4804 -1.2213 0.628
C 2.3406 2.4606 1.7667 -1.380
O 4.6922 -0.1132 -3.2492 -0.523
H 1.9870 2.4807 -4.6162 0.566
H 4.2369 -1.5022 1.7737 0.521
C -5.5670 -2.0205 1.8818 -0.797
H 1.8242 3.3408 1.3807 0.344
H 4.1824 0.2227 1.3966 0.345
C 1.9059 -0.2184 -3.9663 -1.886
H 0.7736 2.1941 -3.3688 0.390
C -3.9335 -1.2503 0.2619 0.402
H -7.3728 -0.8633 2.0164 0.397
C -2.5952 -1.5522 -0.3657 1.031
H -2.5399 -1.9868 -4.4471 0.182
H 2.2894 -1.1561 -3.5613 0.470
H 4.4434 1.9549 -3.1979 0.448
O -2.0131 -3.1370 -2.8568 -0.446
H -5.8570 -2.7356 2.6405 0.402
C -3.0345 -2.4811 -3.6141 -0.399
H -3.5560 -1.7246 -3.0213 0.135
H -2.3018 2.1639 1.9157 0.508
C 2.5779 0.7342 -1.6814 -2.228
H -1.5563 1.4097 0.5155 0.194
C -6.0294 -0.0755 0.5576 -0.719
H -6.6910 0.7299 0.2697 0.424
H 4.0157 1.1784 -4.7368 0.527
Sn -0.1341 -1.6333 -1.8279 0.218
H 5.5866 -0.0778 -3.5955 0.333
H -0.9131 2.9343 1.1353 0.303
Br -4.4164 1.1310 -1.3723 -0.137
H 3.2987 2.3773 1.2493 0.347
C 2.5827 -0.4801 3.5988 -1.811
H 0.5048 1.5305 4.3260 0.364
H 1.1935 -2.0526 0.8360 0.113
H -3.6744 -2.9607 1.4883 0.438
H 3.1620 0.4247 3.7997 0.344
C -1.1068 -0.1221 2.7566 -1.856
C -4.3483 -2.1513 1.2461 -0.298
H 3.4619 -0.9585 0.2912 0.390
O -2.0804 -2.6621 -0.1318 -0.854
H 2.9889 -0.2492 -1.4768 0.696
H 0.6610 -2.0460 2.5171 0.294
C 2.5291 0.9584 -3.1977 3.009
C 2.2867 -0.6365 2.1000 2.268
H 2.0068 3.4040 -1.9637 0.366
H -2.4124 -3.5909 -2.1041 0.303
H -3.7600 -3.2033 -3.9936 0.294
C -4.7960 -0.1961 -0.0716 0.268
O -2.0222 -0.6546 -1.0732 -0.510
Se 0.8191 0.8881 -0.8007 0.020
Si 1.2899 0.9012 1.5248 0.235
H -0.5699 -0.6358 3.5569 0.299
H 2.2176 -0.1720 -5.0087 0.544
C 3.6173 -0.7111 1.3410 -1.887
C 1.5316 -1.9516 1.8696 -1.713
O 2.3880 3.3972 -2.8484 -0.627
C -0.2036 2.0169 3.6502 -1.948
C 3.9958 1.0623 -3.6470 -1.454
H 3.1678 -1.3364 3.9465 0.494
C 1.8454 2.2888 -3.5501 -1.377
H 2.1952 -2.7958 2.0816 0.508
H 1.6633 -0.4406 4.1877 0.333
H -2.1191 0.0850 3.1192 0.619
C -1.3419 1.9713 1.4256 -1.874
H -1.1546 2.1144 4.1817 0.511
```

Summary:
LUMO energy: 0.49 eV
F_max: 0.65 eV/A
Frontier orbital gap: 8.091 eV
Energy relative to the best compared isomer or geometry (same formula, charge and spin): 0.000 eV
Total charge: 0
Energy: -9118.6596 hartree

Entry 3:
The following is a quantum chemistry calculation of a molecular structure, C22H42Cl3N4O4SiTb in a non-equilibrium geometry, from the OMol25 dataset.

Structure (XYZ):
```
77
Properties=species:S:1:pos:R:3:mulliken_spin:R:1
H -0.5102 2.5263 1.5247 0.003
H -1.9260 -2.0207 1.4024 0.004
H 2.1449 4.0976 -1.1256 0.000
C 1.5995 3.1474 -1.1078 0.000
C -2.6529 -0.2749 2.2294 0.000
C 2.7455 -1.4018 -3.3300 0.000
H -2.0707 -1.9999 3.1643 0.001
H 5.8580 1.7467 3.0691 0.000
C 3.9785 -0.3457 1.1358 0.000
H 2.0499 4.7044 0.8908 0.000
H 0.0968 -2.1399 5.0582 0.000
H 0.9876 3.9073 2.1108 0.000
C 2.4262 -0.8099 1.1993 0.003
C -5.9588 -0.6722 -3.2135 -0.001
C 0.1703 -0.0067 4.8653 0.000
H 2.3197 2.3387 -1.3091 0.000
H 6.1301 1.5649 1.3141 0.000
O -1.0472 2.2495 -0.4614 0.005
Cl -1.5642 -2.4887 -0.6220 -0.014
H -4.0914 -3.4647 -3.7229 0.000
H 2.5726 3.1903 1.6778 0.000
H -4.5943 1.7537 3.3307 0.000
C 1.7037 3.7463 1.2974 0.000
H -0.6461 -2.6145 -2.8865 0.000
Cl -2.5896 0.9625 -3.3178 -0.002
C -0.2353 2.5784 0.4484 0.002
C 4.9201 -1.1913 0.2849 0.000
H 2.1463 -1.6835 0.5857 0.000
H -5.8486 -3.5361 -3.9620 0.000
H -2.9892 2.3011 2.7674 0.000
C 4.4688 0.4718 2.1578 0.000
C -0.2903 -2.0807 -3.7741 0.003
O -2.6680 0.4031 1.1449 0.002
N -5.1523 -1.8434 -2.8861 0.000
H 4.9660 -0.8124 -0.7494 0.000
H 6.6363 0.3118 2.4597 0.000
C 0.4766 -1.3036 4.4676 0.000
H 0.1516 -2.7931 -4.4813 0.000
H -5.8435 -0.4614 -4.2814 0.000
H 2.9402 -2.0233 -2.4450 0.000
H -3.0644 -0.2988 4.2078 0.000
C 1.6424 -0.5089 2.4524 0.000
C 1.2009 -1.5562 3.3024 0.000
Cl 0.4994 -0.0924 -1.2703 0.044
H 2.8579 -2.0254 -4.2298 0.000
H 0.3425 1.4872 -4.2952 0.000
H -1.1490 -1.5764 -4.2519 0.000
H 1.4935 0.6043 -5.3579 0.000
H -3.2871 2.0011 4.5113 0.000
N -2.2204 -1.5518 2.2752 0.003
C 5.8381 1.0336 2.2354 0.000
C -4.4650 -1.8807 -1.7397 -0.002
H 1.6538 1.6201 2.2418 0.000
C -3.5098 1.6589 3.4929 0.000
N -3.0729 0.2832 3.3809 0.001
H -0.2201 0.1230 -5.2723 0.000
H -5.6180 0.1633 -2.5990 0.000
O 2.8253 0.2053 0.3167 -0.002
C 0.6078 1.0499 4.0576 0.000
Tb -2.0123 0.1065 -0.9785 5.935
H -4.8814 -2.3675 -4.8975 0.000
C 0.6311 0.5038 -4.6810 0.000
O -4.0926 -0.8541 -1.1161 0.014
Si 1.0166 -0.7892 -3.3856 0.002
H 4.6128 -2.2463 0.2582 0.000
H -4.2237 -2.8913 -1.3723 0.000
C -4.9849 -2.8615 -3.9211 0.000
H 5.9420 -1.1762 0.6850 0.000
H 0.8124 3.1505 -1.8679 0.000
H -0.4046 0.1642 5.7827 0.000
H 3.8353 0.6538 3.0275 0.000
H 0.3427 2.0704 4.3319 0.000
H 3.4699 -0.5762 -3.3737 0.000
H -7.0120 -0.8811 -2.9836 0.000
H 1.4168 -2.5808 2.9997 0.000
N 1.0280 3.0040 0.2365 0.000
C 1.3386 0.7988 2.8867 0.000
```

Summary:
LUMO energy (alpha / beta): 0.21 / 0.22 eV
Spin multiplicity: 7
F_max: 2.70 eV/A
Frontier orbital gap (alpha / beta): 3.844 / 3.854 eV
Energy relative to the best compared isomer or geometry (same formula, charge and spin): 3.426 eV
Total charge: 0
Energy: -3878.1435 hartree

Entry 4:
The following is a quantum chemistry calculation of a molecular structure, C2H3Cl2NS in a non-equilibrium geometry, from the OMol25 dataset.

Structure (XYZ):
```
9
Properties=species:S:1:pos:R:3:nbo_charge:R:1
N 1.4254 0.4903 -0.3044 -0.262
Cl 4.2472 1.6589 -0.1562 -0.090
H -0.3051 0.2419 0.7597 0.215
C 0.1527 -0.0729 -0.1906 -0.514
Cl 2.3162 -2.3832 -0.0490 0.100
S 4.3822 -0.3286 -0.2268 0.412
C 2.7621 -0.7869 -0.1674 -0.278
H -0.4471 0.3361 -1.0132 0.223
H 0.1080 -1.1659 -0.2458 0.195
```

Summary:
LUMO energy (alpha / beta): -0.30 / -0.30 eV
F_max: 6.84 eV/A
Frontier orbital gap (alpha / beta): 7.337 / 9.152 eV
Energy relative to the best compared isomer or geometry (same formula, charge and spin): 4.437 eV
Total charge: 0
Energy: -1451.1606 hartree